Formula: C32H28AsClIMgN2OS
Source: OMol25
Level of theory: ωB97M-V with the def2-TZVPD basis set

Geometry as XYZ:
```
68
Properties=species:S:1:pos:R:3:forces:R:3
Mg -0.0547 -1.3069 -0.6408 0.246 -0.216 -0.003
N -0.2959 -1.2638 1.3721 0.227 0.232 0.203
S 1.1225 -1.3960 2.1319 -0.020 -0.134 -0.180
C 1.1736 -0.1719 3.4135 -0.087 0.059 0.070
C 0.3745 -0.2708 4.5476 0.039 -0.006 -0.011
C 0.4063 0.7518 5.4790 0.007 0.023 0.016
C 1.2316 1.8539 5.2781 -0.019 -0.016 0.005
C 2.0302 1.9376 4.1485 0.007 -0.010 -0.026
C 2.0041 0.9189 3.2053 -0.011 0.056 0.006
C 1.0984 -2.8899 3.1018 -0.093 -0.053 0.056
C 2.2576 -3.2476 3.7774 -0.032 -0.009 0.012
C 2.2592 -4.4114 4.5268 0.020 -0.010 0.008
C 1.1184 -5.2035 4.5882 0.005 -0.007 0.010
C -0.0250 -4.8402 3.8948 -0.025 0.028 -0.033
C -0.0402 -3.6753 3.1368 0.079 -0.027 0.019
H -1.0407 -1.0351 2.0222 -0.100 -0.064 -0.105
H -0.2454 -1.1443 4.7101 -0.004 0.002 -0.009
H -0.2050 0.6881 6.3690 -0.001 -0.001 -0.002
H 1.2542 2.6473 6.0130 0.003 -0.002 0.002
H 2.6771 2.7914 3.9994 -0.003 0.003 0.004
H 2.6246 0.9715 2.3192 -0.007 -0.014 -0.007
H 3.1447 -2.6283 3.7210 -0.002 0.010 -0.002
H 3.1534 -4.7064 5.0588 -0.001 0.004 0.000
H 1.1266 -6.1125 5.1744 0.005 0.001 -0.002
H -0.9072 -5.4650 3.9377 0.000 0.002 0.002
H -0.9129 -3.3856 2.5660 -0.020 -0.005 0.004
C 0.9994 5.6676 -0.0856 0.023 0.008 0.011
C -0.2353 5.3114 -0.6054 -0.045 -0.028 -0.020
C -0.4726 4.0080 -1.0246 0.028 0.066 -0.003
C 0.5370 3.0621 -0.9130 0.195 0.023 0.117
C 1.7752 3.4144 -0.3817 -0.026 0.054 0.047
C 2.0076 4.7195 0.0243 -0.004 -0.031 -0.003
As 0.3091 1.2449 -1.5020 -0.298 -0.322 -0.386
C 1.1204 1.1513 -3.2515 0.047 0.116 0.057
C 2.4726 1.1216 -3.5482 0.002 -0.010 -0.044
C 2.8682 1.0261 -4.8752 -0.001 -0.003 0.002
C 1.9143 0.9437 -5.8824 0.007 0.000 0.002
C 0.5614 0.9569 -5.5801 0.010 -0.002 0.001
C 0.1523 1.0649 -4.2561 -0.039 -0.005 -0.034
C -1.2478 1.0917 -3.7833 -0.032 -0.010 -0.071
C -2.3832 0.9806 -4.5804 0.030 -0.003 0.015
C -3.6404 1.0123 -3.9970 -0.034 -0.001 0.013
C -3.7857 1.1465 -2.6197 0.017 -0.001 -0.019
C -2.6602 1.2459 -1.8135 -0.043 -0.017 -0.039
C -1.4049 1.2275 -2.4024 0.070 0.089 0.184
H 1.1787 6.6860 0.2324 -0.003 0.000 -0.001
H -1.0210 6.0499 -0.6948 0.008 0.008 0.003
H -1.4343 3.7461 -1.4455 0.000 -0.026 -0.007
H 2.5670 2.6792 -0.2884 -0.013 -0.023 -0.014
H 2.9749 4.9929 0.4248 -0.005 0.020 -0.001
H 3.2193 1.1679 -2.7654 -0.011 0.009 0.013
H 3.9206 1.0085 -5.1242 -0.001 -0.001 -0.001
H 2.2301 0.8640 -6.9140 0.001 -0.001 0.000
H -0.1666 0.8850 -6.3777 -0.005 0.002 0.004
H -2.2929 0.8709 -5.6532 0.002 0.002 0.001
H -4.5199 0.9347 -4.6229 0.001 0.001 0.001
H -4.7735 1.1767 -2.1784 0.000 -0.002 0.001
H -2.7734 1.3352 -0.7388 0.026 0.010 0.002
Cl 1.5075 -2.9467 -0.9705 -0.101 0.114 0.009
N -1.6744 -4.1436 -1.0623 -0.130 0.013 0.067
C -2.2707 -2.9878 -1.3141 0.216 -0.048 -0.158
O -1.6215 -1.9737 -1.6423 -0.167 0.181 0.306
C -3.7614 -2.9004 -1.2072 0.001 -0.054 -0.131
I -4.2522 -2.0194 0.6669 0.000 0.041 0.076
H -0.6571 -4.1914 -1.0898 0.028 0.031 -0.018
H -2.2085 -4.9471 -0.7787 0.047 -0.040 -0.019
H -4.2582 -3.8638 -1.2564 -0.002 0.004 0.003
H -4.1301 -2.2262 -1.9734 -0.015 -0.010 -0.003
```
Positions in Å, forces in eV/Å.

Results
E_HOMO	-10.8	eV
LUMO energy	-0.0973	Ha
HOMO-LUMO gap	8.180	eV
total energy	-5012.8554	hartree
spin multiplicity	1
net charge	+1

Formally, the Löwdin partial charges of the atoms, in units of the elementary charge, are as follows: number 1, Mg, carries 0.21; number 2, N, carries -0.39; number 3, S, carries 1.02; number 4, C, carries -0.40; number 5, C, carries -0.06; number 6, C, carries -0.06; number 7, C, carries -0.06; number 8, C, carries -0.06; number 9, C, carries -0.08; number 10, C, carries -0.41; number 11, C, carries -0.07; number 12, C, carries -0.06; number 13, C, carries -0.06; number 14, C, carries -0.06; number 15, C, carries -0.08; number 16, H, carries 0.01; number 17, H, carries 0.12; number 18, H, carries 0.11; number 19, H, carries 0.11; number 20, H, carries 0.11; number 21, H, carries 0.11; number 22, H, carries 0.12; number 23, H, carries 0.11; number 24, H, carries 0.11; number 25, H, carries 0.11; number 26, H, carries 0.09; number 27, C, carries -0.07; number 28, C, carries -0.07; number 29, C, carries -0.09; number 30, C, carries -0.38; number 31, C, carries -0.12; number 32, C, carries -0.08; number 33, As, carries 1.35; number 34, C, carries -0.31; number 35, C, carries -0.08; number 36, C, carries -0.07; number 37, C, carries -0.06; number 38, C, carries -0.01; number 39, C, carries -0.19; number 40, C, carries -0.18; number 41, C, carries -0.01; number 42, C, carries -0.06; number 43, C, carries -0.08; number 44, C, carries -0.11; number 45, C, carries -0.35; number 46, H, carries 0.11; number 47, H, carries 0.11; number 48, H, carries 0.10; number 49, H, carries 0.10; number 50, H, carries 0.11; number 51, H, carries 0.11; number 52, H, carries 0.11; number 53, H, carries 0.11; number 54, H, carries 0.11; number 55, H, carries 0.11; number 56, H, carries 0.11; number 57, H, carries 0.11; number 58, H, carries 0.11; number 59, Cl, carries -0.04; number 60, N, carries 0.22; number 61, C, carries -0.64; number 62, O, carries -0.10; number 63, C, carries -0.53; number 64, I, carries 0.86; number 65, H, carries 0.05; number 66, H, carries 0.13; number 67, H, carries 0.06; number 68, H, carries 0.06